[1]
Computed, not measured: C4H13NSi2 in the gas phase, with ωB97M-V/def2-TZVPD.

The geometry in XYZ format:
```
20
Properties=species:S:1:pos:R:3:forces:R:3:lowdin_charge:R:1
C 3.425 0.209 0.406 -3.6 -1.1 0.2 -0.233
C 0.789 -1.540 0.045 -1.9 2.5 2.2 -0.511
C -3.075 0.501 -0.465 -2.3 -1.3 -0.3 -0.173
C -1.538 1.035 1.081 -1.2 -2.1 -2.5 0.010
N -1.828 0.159 0.120 1.8 2.6 2.1 -0.377
Si 1.640 0.102 -0.423 2.4 -1.8 1.1 0.569
Si -1.175 -1.495 -0.270 0.6 -0.7 0.7 0.610
H 3.414 0.745 1.307 0.1 0.7 1.4 -0.009
H 3.812 -0.763 0.536 0.7 -1.1 0.1 0.003
H 1.087 -2.223 -0.703 0.7 -1.1 -0.5 -0.029
H 0.995 -1.806 1.144 -0.2 0.0 -1.9 0.037
H -3.731 0.550 0.374 -1.0 0.6 0.4 0.082
H -3.164 1.375 -1.078 0.7 0.6 -0.2 0.098
H -3.510 -0.324 -1.001 0.2 -0.5 -0.6 0.058
H 3.900 0.742 -0.313 2.0 1.6 -2.1 -0.040
H -0.690 0.929 1.622 2.7 -0.4 1.5 0.034
H -2.236 1.743 1.432 -0.8 0.7 -0.1 0.077
H 1.205 1.460 -0.320 -1.1 0.8 0.3 -0.062
H 2.043 -0.096 -1.782 -0.1 0.0 -1.2 -0.054
H -1.366 -1.302 -1.712 0.2 0.1 -0.7 -0.091
```
Forces are in eV/Å.

Calculated values
spin multiplicity: 1
orbital gap (spin up / spin down): 6.7 / 6.3 eV
HOMO (spin up / spin down): -6.83 / -6.73 eV



[2]
Computed, not measured: a molecular structure, C20H13Cl3N2O4RuS3, with ωB97M-V/def2-TZVPD.

The geometry in XYZ format:
```
46
Properties=species:S:1:pos:R:3:forces:R:3:lowdin_charge:R:1
Ru -0.456 -0.126 0.161 -0.4 -0.3 -0.3 1.364
C -0.946 1.928 -2.222 0.1 -0.1 0.1 -0.019
O -0.034 1.020 -1.575 0.1 -0.1 0.0 -0.259
C 1.336 1.210 -1.734 -0.3 0.2 -0.2 -0.201
C 1.859 2.049 -2.697 0.1 0.0 -0.1 -0.001
C 3.239 2.152 -2.820 0.0 0.0 0.0 -0.062
C 4.074 1.422 -1.988 0.0 0.0 0.0 -0.069
C 3.534 0.597 -1.012 0.2 0.0 0.0 -0.003
C 2.164 0.501 -0.874 -0.4 -0.3 0.3 -0.162
N 1.507 -0.313 0.119 0.6 0.3 -0.2 -0.134
N 2.269 -1.021 0.837 -0.1 0.1 -0.1 0.103
C 1.782 -1.850 1.773 0.2 -0.3 0.2 -0.149
C 0.436 -1.890 2.236 -0.1 0.1 0.1 -0.304
O -0.524 -1.110 1.852 0.0 0.1 -0.1 -0.181
C 0.081 -2.828 3.253 0.1 0.0 -0.1 0.006
C 0.995 -3.681 3.756 0.2 -0.1 0.1 0.011
C 2.367 -3.678 3.332 -0.2 -0.1 0.2 -0.166
C 3.291 -4.582 3.884 0.0 0.0 0.0 -0.032
C 4.604 -4.563 3.492 0.0 0.0 -0.1 -0.078
C 5.018 -3.629 2.531 0.0 0.0 0.0 -0.070
C 4.123 -2.747 1.973 0.1 0.0 -0.1 -0.022
C 2.774 -2.754 2.362 -0.2 0.2 -0.1 -0.093
H -0.828 1.847 -3.300 0.0 0.0 0.0 0.105
H -0.755 2.942 -1.872 0.0 0.0 0.0 0.109
H -1.938 1.599 -1.931 0.0 0.0 0.0 0.087
H 1.211 2.619 -3.345 0.0 0.0 0.0 0.112
H 3.654 2.813 -3.570 0.0 0.0 0.0 0.110
H 5.148 1.496 -2.093 0.0 0.0 0.0 0.108
H 4.165 0.030 -0.342 0.0 0.0 0.0 0.107
H -0.950 -2.829 3.576 0.0 0.0 0.0 0.128
H 0.695 -4.399 4.512 0.0 0.0 0.0 0.123
H 2.946 -5.297 4.623 0.0 0.0 0.0 0.114
H 5.314 -5.261 3.915 0.0 0.0 0.0 0.104
H 6.055 -3.601 2.222 0.0 0.0 0.0 0.105
H 4.452 -2.041 1.223 0.0 0.0 0.0 0.098
S -1.715 -4.361 0.025 0.0 -0.2 0.0 0.644
C -1.331 -2.916 -0.709 -0.2 0.2 0.1 -1.935
S -2.392 -1.599 -0.762 0.0 0.2 0.0 0.579
S 0.255 -2.804 -1.219 0.3 -0.2 -0.1 0.594
Cl -4.128 3.220 0.047 0.0 0.0 0.0 0.618
C -2.705 3.293 1.094 0.0 0.0 0.0 -1.517
Cl -1.865 4.824 0.830 0.0 0.0 0.0 0.615
Cl -3.189 3.161 2.795 0.0 0.0 0.0 0.627
C -1.767 2.093 0.804 0.0 -0.2 0.0 -0.854
O -0.540 2.250 0.857 0.0 0.1 0.1 -0.049
O -2.316 0.989 0.530 0.0 0.3 0.2 -0.208
```
Forces are in eV/Å.

Calculated values
spin multiplicity: 5
orbital gap (spin up / spin down): 6.6 / 5.9 eV
HOMO (spin up / spin down): -7.96 / -8.33 eV



Computed max |F|, in the same sequence as the records: 3.79, 0.67 eV/Å.
Computed energy, in the same sequence as the records: -21600.9462, -104774.0788 eV.
Computed ΔE to the lowest compared entry with this formula, charge and spin, in the same sequence as the records: 335.2, 4.1 kJ/mol.